[1]
C16H27MoNO10P as an isolated structure. Source: OMol25; level of theory: ωB97M-V/def2-TZVPD.

Geometry as XYZ:
```
56
Properties=species:S:1:pos:R:3
Mo -0.03 1.52 0.11
O -1.21 1.38 3.72
C -1.28 0.98 2.60
O -0.19 0.64 1.88
C -2.61 0.82 1.87
C -2.52 -0.17 0.71
C -3.90 -0.49 0.13
C -4.24 0.80 -0.65
C -3.04 1.68 -0.35
O -1.94 0.69 -0.34
C -3.05 2.14 1.12
C -2.12 3.33 1.29
O -2.49 4.40 1.67
O -0.84 3.09 0.92
H -3.36 0.54 2.61
H -1.86 -1.02 0.86
H -4.61 -0.71 0.93
H -3.85 -1.36 -0.52
H -5.17 1.27 -0.33
H -4.31 0.60 -1.72
H -2.80 2.45 -1.08
H -4.04 2.46 1.43
N 1.82 2.64 0.37
C 1.88 3.64 -0.74
C 1.21 3.06 -1.98
O 1.55 3.32 -3.10
O 0.17 2.28 -1.67
H 1.80 3.11 1.27
H 2.66 2.06 0.35
H 2.90 3.95 -0.96
H 1.30 4.52 -0.44
C 0.01 -3.46 1.74
C 0.98 -2.34 1.46
O 0.92 -2.04 0.04
P 1.23 -0.65 -0.67
O 2.82 -0.49 -0.73
C 3.66 -0.63 0.44
C 4.44 -1.93 0.36
O 0.84 -0.89 -2.16
C 1.39 -1.98 -2.98
C 0.33 -3.02 -3.21
H 0.05 -3.73 2.79
H 0.26 -4.34 1.15
H -1.01 -3.16 1.50
H 2.00 -2.65 1.69
H 0.74 -1.45 2.03
H 3.06 -0.58 1.35
H 4.34 0.22 0.43
H 3.77 -2.78 0.32
H 5.08 -2.03 1.24
H 5.06 -1.94 -0.53
H 2.27 -2.39 -2.48
H 1.70 -1.50 -3.90
H 0.02 -3.48 -2.27
H 0.72 -3.80 -3.87
H -0.55 -2.58 -3.69
```

Summary:
E_LUMO (spin up / spin down) = -5.0 / -4.5 eV
Charge = +1
2S+1 = 3
E_HOMO (spin up / spin down) = -12.6 / -13.2 eV

***

[2]
An isolated ion of composition C16H27N2O3 and charge +1. Source: OMol25; level of theory: ωB97M-V/def2-TZVPD.

Geometry as XYZ:
```
48
Properties=species:S:1:pos:R:3
C -1.35 -0.90 2.87
C -0.43 0.17 2.30
O -0.22 0.06 0.89
C -1.34 0.37 0.09
C -1.57 1.68 -0.30
C -0.58 2.77 0.05
N 0.71 2.44 -0.54
C 1.89 2.55 0.29
C 2.90 1.49 -0.16
N 2.23 0.17 -0.30
C 2.01 -0.20 -1.72
C 1.26 -1.54 -1.79
O 1.96 -2.55 -1.12
C 2.10 -2.22 0.24
C 2.92 -0.93 0.40
C -2.69 1.96 -1.08
C -3.55 0.94 -1.45
C -3.29 -0.37 -1.10
C -2.17 -0.68 -0.33
O -1.78 -1.93 0.03
C -2.59 -3.02 -0.33
H -1.00 -1.89 2.60
H -2.36 -0.77 2.49
H -1.37 -0.81 3.95
H 0.57 0.08 2.73
H -0.84 1.16 2.54
H -0.96 3.73 -0.30
H -0.47 2.84 1.14
H 0.83 2.94 -1.42
H 2.37 3.53 0.27
H 1.60 2.34 1.33
H 3.34 1.77 -1.12
H 3.71 1.41 0.57
H 1.26 0.27 0.12
H 1.43 0.58 -2.20
H 2.99 -0.31 -2.20
H 1.17 -1.86 -2.83
H 0.25 -1.42 -1.37
H 2.63 -3.06 0.71
H 1.12 -2.10 0.71
H 3.02 -0.68 1.46
H 3.91 -1.06 -0.04
H -2.89 2.97 -1.39
H -4.42 1.16 -2.04
H -3.95 -1.15 -1.43
H -3.59 -2.94 0.11
H -2.10 -3.90 0.07
H -2.67 -3.12 -1.42
```

Summary:
E_LUMO = -2.1 eV
Charge = +1
E_HOMO = -11.5 eV
Energy relative to the best compared isomer or geometry (same formula, charge and spin) = 1.5614 eV

***

[3]
A 3-piece molecular cluster, C16H27N2O6 overall. Source: OMol25; level of theory: ωB97M-V/def2-TZVPD.

Geometry as XYZ:
```
51
Properties=species:S:1:pos:R:3
C -4.52 2.02 1.29
C -4.00 0.54 1.63
C -3.05 0.49 2.93
C -1.53 0.26 2.53
C -0.52 0.32 3.74
C -1.19 1.23 1.34
N -0.63 0.59 0.24
C -0.40 1.60 -0.77
C -0.88 2.84 -0.15
N -1.35 2.59 1.18
H -4.46 2.19 0.17
H -3.97 2.83 1.86
H -5.61 2.13 1.57
H -4.93 -0.06 1.90
H -3.55 0.03 0.73
H -3.38 -0.41 3.52
H -3.22 1.40 3.57
H -1.47 -0.80 2.11
H -0.79 1.11 4.51
H -0.63 -0.67 4.30
H 0.57 0.37 3.43
H -0.41 -0.41 0.19
H 0.05 1.44 -1.78
H -0.88 3.84 -0.66
H -1.73 3.23 1.88
C 5.17 -2.19 1.71
C 3.67 -2.27 1.54
C 2.94 -1.00 1.87
O 1.65 -1.49 2.24
C 1.83 -2.75 2.72
O 0.99 -3.38 3.28
O 3.09 -3.19 2.48
H 5.62 -3.18 1.65
H 5.61 -1.55 0.94
H 5.43 -1.78 2.69
H 3.42 -2.63 0.53
H 2.87 -0.32 1.02
H 3.36 -0.46 2.72
C 0.01 -0.59 -6.68
C 0.16 -0.55 -5.18
C 0.32 0.83 -4.61
O 1.04 0.58 -3.40
C 1.76 -0.56 -3.61
O 2.61 -0.97 -2.88
O 1.39 -1.17 -4.77
H 0.10 -1.61 -7.05
H -0.96 -0.19 -6.98
H 0.79 0.00 -7.17
H -0.66 -1.09 -4.70
H -0.64 1.31 -4.40
H 0.92 1.50 -5.23
```

Summary:
E_LUMO = -2.7 eV
Charge = +1
E_HOMO = -13.2 eV
Energy relative to the best compared isomer or geometry (same formula, charge and spin) = 0.0000 eV

***

[4]
An isolated molecule of C16H27N3O3. Source: OMol25; level of theory: ωB97M-V/def2-TZVPD.

Geometry as XYZ:
```
49
Properties=species:S:1:pos:R:3
C -4.22 -0.46 -1.21
C -3.26 0.66 -0.89
O -3.07 1.62 -1.62
N -2.61 0.55 0.30
N -2.73 -0.59 1.08
C -3.72 -0.67 2.04
N -3.51 -1.68 2.94
O -4.69 0.06 2.07
C -1.74 1.64 0.73
C -1.59 1.69 2.24
C -0.39 1.56 0.00
C 0.42 0.31 0.23
O 0.04 -0.63 0.89
C 1.77 0.31 -0.45
C 2.87 0.07 0.60
C 2.96 1.26 1.57
C 4.20 -0.15 -0.07
C 4.34 -0.40 -1.36
C 3.19 -0.51 -2.31
C 1.85 -0.74 -1.59
C 1.80 -2.17 -1.06
C 0.70 -0.52 -2.57
H -3.70 -1.42 -1.16
H -5.02 -0.46 -0.47
H -4.63 -0.31 -2.20
H -1.83 -1.03 1.25
H -2.82 -2.39 2.76
H -4.29 -1.93 3.52
H -2.23 2.56 0.38
H -2.57 1.69 2.71
H -1.03 0.84 2.62
H -1.08 2.60 2.52
H -0.58 1.64 -1.07
H 0.23 2.42 0.28
H 1.94 1.29 -0.91
H 2.61 -0.82 1.18
H 2.01 1.39 2.09
H 3.74 1.09 2.30
H 3.18 2.18 1.03
H 5.06 -0.08 0.58
H 5.32 -0.53 -1.79
H 3.37 -1.34 -3.00
H 3.14 0.40 -2.92
H 2.71 -2.43 -0.54
H 1.67 -2.86 -1.89
H 0.96 -2.30 -0.38
H -0.26 -0.75 -2.11
H 0.82 -1.16 -3.44
H 0.67 0.51 -2.92
```

Summary:
E_LUMO = 0.6 eV
E_HOMO = -9.2 eV
Energy relative to the best compared isomer or geometry (same formula, charge and spin) = 1.5867 eV